--- 1 ---
C3H10NO3S | ωB97M-V/def2-TZVPD

Positions of all 18 atoms, in Å:
S  -1.3356  -2.1644  0.1165
O  1.9933  1.6430  0.5104
O  -3.2248  0.2570  1.5360
O  0.5581  3.0055  2.5161
N  1.1482  -0.3622  -0.2359
C  1.6603  0.8726  -0.3805
C  0.8602  -1.1957  -1.3793
C  -0.6140  -1.5824  -1.4702
H  -3.8624  -0.4385  1.3297
H  -1.2346  -0.7425  -1.7882
H  1.4162  3.0309  2.9512
H  0.7115  2.3360  1.8248
H  1.5057  -2.0771  -1.3661
H  1.9131  1.1218  -1.4282
H  -2.3944  -0.1492  1.2294
H  1.1042  -0.6740  -2.3047
H  0.4839  -0.4830  0.5321
H  -0.6888  -2.3977  -2.1930

Its total charge is -1. The calculation puts the frontier orbital gap at 7.092 eV. The value obtained for the LUMO energy is 3.65 eV.

--- 2 ---
C3H10NO3S | ωB97M-V/def2-TZVPD

Positions of all 18 atoms, in Å:
S  -1.9104  -0.9363  -2.0486
O  0.2193  0.7620  3.1145
O  -2.5504  -0.1900  1.0595
O  1.7136  2.2619  0.3830
N  0.6148  0.3429  -0.1010
C  1.7001  1.1008  -0.0248
C  0.5912  -0.9962  -0.6664
C  -0.0690  -1.0522  -2.0147
H  0.1301  -2.0500  -2.4060
H  0.9073  1.1250  2.5347
H  -0.2973  0.7813  -0.1961
H  -2.2494  -0.3628  0.1376
H  1.6305  -1.3255  -0.7253
H  0.0751  -1.5628  0.0860
H  -0.6258  1.0999  2.8134
H  -2.8894  0.7092  0.9948
H  0.3442  -0.3158  -2.7198
H  2.6655  0.6083  -0.2208

Its total charge is -1. The calculation puts the frontier orbital gap at 6.954 eV. The value obtained for the LUMO energy is 3.64 eV.

1 is the most stable structure; the next one sits 0.076 eV above it.